Entry 1:
Here is a gas-phase ion, C3H10NO3 (charge +1) in a non-equilibrium geometry from the Open Molecules 2025 dataset. Energies are from ωB97M-V with the def2-TZVPD basis set.

Each line ends with the Mulliken charge.
Element x y z (Å)
C 0.2876 -1.5217 0.6053  -0.80
C 0.5621 0.8117 1.3613  -0.99
C -0.5153 0.2265 -0.9420  0.07
N -0.2840 -0.1377 0.5423  -0.02
O -0.9828 1.4781 -1.0617  -0.46
O -1.0540 -0.8446 -1.5085  -0.31
O 1.0167 0.4467 -1.3783  -0.10
H -0.5209 -2.2073 0.7016  0.38
H 0.7038 -1.6626 -0.3617  0.34
H 1.1642 -1.6441 1.3561  0.31
H 1.3719 1.0799 0.7792  0.44
H -0.1596 1.5742 1.6520  0.35
H 1.0380 0.4123 2.3291  0.38
H -1.1528 -0.2786 1.1222  0.40
H -0.4437 2.2497 -0.9945  0.36
H -1.9438 -0.6056 -1.8591  0.33
H 0.9125 0.6231 -2.3432  0.35

As for the relative energy (zero: lowest compared OMol25 entry of this formula, charge and spin): 2.972 eV. The largest force on an atom comes out at 7.87 eV/Å. The value obtained for the gap between HOMO and LUMO (alpha / beta) is 0.198 / 0.303 hartree. The spin multiplicity is 3. Its total charge is +1.


Entry 2:
Here is 2 unconnected molecules or ions with the total composition C3H9N2 in a non-equilibrium geometry from the Open Molecules 2025 dataset. Energies are from ωB97M-V with the def2-TZVPD basis set.

Each line ends with the Mulliken charge.
Element x y z (Å)
C -1.5563 -0.4373 0.0144  -0.10
C 1.2292 -1.1456 -0.5761  -0.67
C 1.2092 0.9535 0.5188  -0.78
N 0.8802 -0.3864 0.5936  -0.09
N -2.3658 0.5518 0.1816  -0.18
H -1.9502 -1.3166 -0.4992  0.27
H 0.4280 -1.8807 -0.7963  0.22
H 1.1173 -0.3856 -1.5778  0.31
H 2.1516 -1.6135 -0.5017  0.35
H 1.5142 1.2820 -0.4006  0.39
H 0.6537 1.6213 1.2711  0.38
H 2.0595 0.9007 1.2296  0.36
H -3.4230 0.4514 0.0553  0.29
H -1.9475 1.4051 0.4873  0.26

As for the relative energy (zero: lowest compared OMol25 entry of this formula, charge and spin): 6.488 eV. The largest force on an atom comes out at 5.89 eV/Å. The value obtained for the gap between HOMO and LUMO (alpha / beta) is 0.275 / 0.327 hartree. Its total charge is +1.


Entry 3:
Here is a molecular structure, C13H25P2Yb in a non-equilibrium geometry from the Open Molecules 2025 dataset. Energies are from ωB97M-V with the def2-TZVPD basis set.

Each line ends with the Mulliken charge.
Element x y z (Å)
C 3.2363 -1.5305 -2.7612  -0.54
C 2.3961 -2.5180 -3.1225  -0.54
H 3.8728 -1.6395 -1.8776  0.29
H 3.3283 -0.6123 -3.3611  0.28
H 1.7889 -2.4352 -4.0337  0.28
H 2.3028 -3.4250 -2.5204  0.28
Yb -0.6884 0.1117 -1.0176  0.14
C -0.1869 2.0192 -2.4636  -0.42
C -0.1366 0.9187 -3.3527  -0.40
C -2.3066 1.0589 -2.5538  -0.61
C -1.5439 2.1220 -1.9685  -0.37
H 0.7469 0.5933 -3.9083  0.54
H -1.7297 -0.4822 -4.0952  0.45
H -3.3904 0.9145 -2.4632  0.51
C -1.4358 0.3330 -3.4157  -0.46
H -1.9123 2.8848 -1.2971  0.56
H 0.6198 2.7348 -2.2876  0.48
C 0.8884 -1.6506 0.7435  -0.78
P -0.9220 -2.0941 0.7502  0.31
C -1.0865 -2.9605 2.3810  -1.10
C -1.7987 -0.5216 1.3261  -0.76
C -0.9621 0.3528 2.2870  -0.98
P 0.3607 1.3900 1.4842  0.76
C -0.5070 2.9552 1.7739  -1.32
C 1.7017 1.4825 2.7154  -1.21
H 1.3716 -2.5673 0.3445  0.40
H 1.2547 -1.5046 1.7766  0.26
H 1.3329 -0.8390 0.1145  0.30
H -0.3506 -2.6360 3.1303  0.37
H -2.1016 -2.7914 2.7838  0.38
H -0.9758 -4.0427 2.1768  0.39
H -2.3062 0.0740 0.5087  0.49
H -2.6710 -0.8993 1.8740  0.50
H -1.6223 1.0535 2.8214  0.69
H -0.4490 -0.2178 3.0617  0.44
H -0.3822 3.1973 2.8387  0.44
H -0.1173 3.7709 1.1527  0.38
H -1.5813 2.8301 1.5495  0.41
H 1.3030 1.8667 3.6743  0.42
H 2.2022 0.5108 2.8845  0.34
H 2.4572 2.1927 2.3465  0.40

The largest force on an atom comes out at 1.94 eV/Å. The value obtained for the gap between HOMO and LUMO (alpha / beta) is 0.309 / 0.262 hartree. The spin multiplicity is 2. Its total charge is +2.


Entry 4:
Here is a molecular structure, C34H45GeN3O8PS4SeV in a non-equilibrium geometry from the Open Molecules 2025 dataset. Energies are from ωB97M-V with the def2-TZVPD basis set.

Each line ends with the Mulliken charge.
Element x y z (Å)
V 1.1304 -0.7448 -1.9048  -0.10
C -0.3361 -4.2057 0.3984  -1.64
C -0.2937 -3.1044 -0.6241  0.81
N 0.5252 -2.0987 -0.4482  1.74
N 1.1593 -2.1714 0.7922  -1.18
C 2.0877 -1.3156 0.9978  0.57
S 2.6155 -0.0849 -0.0582  -0.43
S 2.9462 -1.4115 2.5545  -0.18
C 3.1021 -3.2244 2.7052  -0.95
C 4.1729 -3.7682 1.8046  0.58
C 5.4259 -4.0862 2.3181  -0.70
C 6.4411 -4.5314 1.4849  -0.55
C 6.2164 -4.6515 0.1220  -0.54
C 4.9714 -4.3330 -0.4012  -0.91
C 3.9543 -3.9049 0.4359  0.54
C -1.1945 -3.1992 -1.7763  0.76
C -2.2258 -4.1494 -1.8312  -0.96
C -3.0979 -4.2021 -2.9014  -1.17
C -2.9862 -3.2963 -3.9451  -0.40
C -1.9993 -2.3296 -3.9243  -0.85
C -1.1259 -2.2988 -2.8475  0.72
O -0.1553 -1.3715 -2.8278  -0.36
H 0.6770 -4.4680 0.6918  0.28
H -0.8327 -5.0891 0.0197  0.60
H -0.8492 -3.8548 1.2947  0.25
H 2.1229 -3.6472 2.4947  0.21
H 3.3415 -3.4138 3.7518  0.52
H 5.6087 -3.9771 3.3808  0.33
H 7.4104 -4.7758 1.9008  0.36
H 7.0108 -4.9855 -0.5328  0.39
H 4.7893 -4.3913 -1.4659  0.44
H 2.9942 -3.6437 0.0086  0.36
H -2.3887 -4.8267 -1.0098  0.14
H -3.9062 -4.9187 -2.8923  0.35
H -3.6972 -3.3164 -4.7594  0.40
H -1.9090 -1.5825 -4.6992  0.46
O 4.8845 2.2450 -5.5483  -0.54
C 4.0373 1.6086 -4.7103  1.09
C 2.8588 2.2049 -4.2560  -0.58
C 2.0690 1.4784 -3.3894  -0.21
N 2.4290 0.2596 -3.0203  0.55
C 3.5277 -0.3430 -3.4591  0.38
C 4.3842 0.3124 -4.3169  -0.72
C 3.6083 -1.7813 -2.9667  0.38
O 4.5605 -2.4819 -3.2386  -0.72
O 2.5537 -2.1089 -2.2964  -0.54
C 0.7753 1.9101 -2.7017  0.10
O 0.2024 2.9138 -3.0561  -0.69
O 0.4662 1.0758 -1.7638  0.15
H 4.5505 3.1260 -5.7464  0.31
H 2.5521 3.1981 -4.5563  0.48
H 5.2845 -0.1648 -4.6727  0.61
C -6.4200 2.0857 1.2235  -1.37
C -5.2532 2.1764 0.2502  0.45
C -3.9688 2.6007 0.9397  -0.96
O -5.1747 0.9628 -0.5072  -0.45
P -4.3185 -0.3732 -0.2155  0.27
S -5.1843 -1.7957 -1.2597  -0.56
S -2.3755 -0.0869 -0.4451  -0.20
O -4.6799 -0.5094 1.3776  -0.33
C -4.0457 -1.3644 2.3410  0.41
C -2.9220 -0.6210 3.0495  -1.19
C -3.5901 -2.7060 1.7888  -1.09
H -6.5909 3.0546 1.6969  0.45
H -6.2077 1.3446 1.9920  0.17
H -7.3260 1.7870 0.6973  0.34
H -5.4927 2.9286 -0.5119  0.38
H -3.6834 1.8883 1.7122  0.04
H -4.1384 3.5753 1.4050  0.52
H -3.1437 2.6745 0.2345  0.22
H -4.8480 -1.5551 3.0666  0.17
H -2.1129 -0.3964 2.3550  0.09
H -2.5322 -1.2289 3.8684  0.55
H -3.2937 0.3161 3.4671  0.26
H -2.7907 -2.5625 1.0620  -0.14
H -4.4090 -3.2227 1.2925  0.33
H -3.2184 -3.3166 2.6157  0.59
C 1.7750 5.6903 1.3702  -1.22
Ge -0.1541 5.4295 1.6112  0.63
C -1.0431 5.6596 -0.1112  -1.01
C -0.8164 6.7669 2.8971  -1.24
C -0.5507 3.6319 2.3092  -0.20
Se 0.5628 2.2333 1.5120  0.19
C 2.1776 2.5768 2.5583  -1.15
H 1.9622 6.6300 0.8511  0.40
H 2.1747 4.8745 0.7695  0.28
H 2.3042 5.7120 2.3227  0.34
H -0.7899 6.6273 -0.5454  0.38
H -2.1243 5.6027 0.0019  0.34
H -0.7311 4.8816 -0.8057  0.23
H -0.5942 7.7810 2.5670  0.37
H -0.3545 6.6170 3.8734  0.37
H -1.8963 6.6777 3.0158  0.35
H -1.5716 3.3642 2.0339  -0.45
H -0.4866 3.5739 3.3968  0.42
H 2.0220 3.4717 3.1572  0.38
H 3.0260 2.7304 1.8959  0.31
H 2.3794 1.7331 3.2153  0.34

As for the relative energy (zero: lowest compared OMol25 entry of this formula, charge and spin): 0.897 eV. The largest force on an atom comes out at 1.33 eV/Å. The value obtained for the gap between HOMO and LUMO (alpha / beta) is 0.184 / 0.195 hartree. The spin multiplicity is 2. Its total charge is -1.


The highest total charge belongs to which entry? C13H25P2Yb